# C30H44ClN8O4

A cluster of 5 separate species, C30H44ClN8O4 in total (ωB97M-V/def2-TZVPD, the Open Molecules 2025 dataset).

Last column: Mulliken charge in e.
Element x y z (Å)
Cl (3.1632, -2.4075, -0.6669)  -0.106
O (1.1038, 3.4756, -1.0765)  -0.376
O (0.5959, 1.0938, 7.1192)  -0.278
O (0.0469, 1.0961, 5.0506)  -0.224
O (2.3699, 1.9113, -1.9962)  -0.564
N (-0.1041, -1.4592, 2.1970)  -0.029
N (-0.1963, 8.1909, -1.7797)  0.009
N (1.2362, -3.7371, 5.0284)  0.060
N (1.6381, -0.7214, 3.6669)  0.132
N (-5.4882, -3.2694, -6.5769)  0.045
N (2.1452, -1.2889, 1.5126)  0.485
N (0.6935, 1.7384, 6.1696)  0.096
N (-3.5851, 0.4859, -2.8916)  0.087
C (4.5253, -0.7339, 2.0273)  -0.917
C (5.5942, -0.7191, 0.9435)  -0.462
C (0.8439, -5.4963, 6.3082)  -0.494
C (-3.6627, -0.4544, -4.8907)  -0.098
C (3.1753, -0.1629, 1.4927)  -0.898
C (6.6670, -1.5413, 0.9417)  -0.798
C (0.4425, 6.9880, -1.8966)  -0.699
C (-6.4209, -2.5564, -7.2808)  -0.278
C (-1.5436, 7.9903, -1.6634)  -0.403
C (1.1241, -5.1060, 5.0292)  -0.529
C (1.0224, -3.2528, 6.2950)  -0.195
C (0.6680, 1.5251, 3.8565)  -0.858
C (2.7547, 1.0851, 2.3202)  0.463
C (-2.9115, 0.3489, -4.0756)  -0.924
C (-7.0104, -4.7262, -7.2500)  -0.391
C (-5.8380, -4.5923, -6.5561)  -0.548
C (2.0805, 2.1698, 1.4591)  -1.508
C (-4.7596, -0.2172, -2.9417)  -0.948
C (2.9424, 2.5892, 0.2360)  -1.019
C (1.2155, -1.1592, 2.4085)  -0.939
C (-4.8361, -0.8148, -4.1697)  -0.019
C (1.9553, 0.7282, 3.6095)  -0.702
C (-1.7731, 6.6417, -1.7105)  -0.708
C (1.7308, -1.7625, 0.1593)  -0.118
C (0.9902, -0.7221, -0.6923)  0.152
C (0.7800, -4.3224, 7.1100)  -0.665
C (2.1368, 2.6012, -1.0462)  0.479
C (-0.4347, -1.1545, -1.0942)  -1.687
C (-7.3806, -3.4330, -7.7103)  -0.567
C (-0.5105, 6.0028, -1.8587)  -0.081
H (1.2541, -5.6782, 4.1265)  0.353
H (-4.6717, -2.8811, -6.1419)  0.208
H (3.2938, 3.6120, 0.3951)  0.469
H (-0.3261, 4.9463, -1.9346)  0.599
H (1.5129, 6.9356, -2.0012)  0.373
H (0.5763, -4.2729, 8.1660)  0.406
H (-8.2510, -3.1776, -8.2907)  0.401
H (-1.1427, -0.3413, -0.9416)  0.320
H (7.3825, -1.5914, 1.7583)  0.287
H (-2.2212, 8.8201, -1.5599)  0.384
H (1.9360, 3.0663, 2.0619)  0.817
H (1.4391, -3.1762, 4.2278)  0.360
H (4.3813, -1.7763, 2.3021)  0.449
H (1.0949, -2.6286, 0.3124)  0.665
H (-5.2269, -5.3209, -6.0520)  0.362
H (1.5521, -0.6070, -1.6162)  0.913
H (-5.6458, -1.4366, -4.5143)  0.427
H (0.6988, -6.5112, 6.6372)  0.404
H (-5.4369, -0.2316, -2.1053)  0.385
H (6.8576, -2.1601, 0.0689)  0.239
H (-0.0640, 1.4272, 3.0558)  0.244
H (-7.5442, -5.6475, -7.4114)  0.393
H (1.0787, 1.8648, 1.1431)  0.673
H (-3.2698, 1.0235, -2.1068)  0.196
H (3.3388, 0.0632, 0.4429)  0.757
H (-1.9637, 0.8337, -4.2373)  0.437
H (3.6881, 1.5364, 2.6567)  0.656
H (2.5855, 0.9368, 4.4733)  0.807
H (2.4820, -1.2251, 3.9329)  0.548
H (5.4936, 0.0111, 0.1405)  0.371
H (-0.4773, -1.5012, -2.1227)  0.390
H (-0.5046, -2.3635, 2.3886)  0.269
H (0.2546, 9.0873, -1.7832)  0.186
H (-6.3224, -1.4925, -7.4146)  0.376
H (1.0121, 3.9358, -0.2325)  0.385
H (3.8337, 1.9816, 0.1113)  0.374
H (-0.7159, -0.7813, 1.7734)  0.176
H (4.8249, -0.2141, 2.9462)  0.567
H (-2.7375, 6.1663, -1.6477)  0.367
H (0.9248, 2.5821, 3.9679)  0.614
H (-0.8001, -1.9807, -0.4801)  0.378
H (1.0594, -2.1964, 6.5016)  0.359
H (0.9796, 0.2573, -0.2182)  -0.788
H (-3.3992, -0.7458, -5.8948)  0.464

Calculated values
HOMO-LUMO gap = 4.7 eV
LUMO energy = -4.715 eV
Net charge = +1

***

# C30H44FN4O6Si4Ti

A structure of composition C30H44FN4O6Si4Ti (ωB97M-V/def2-TZVPD, the Open Molecules 2025 dataset).

Last column: Mulliken charge in e.
Element x y z (Å)
Ti (-0.4551, -0.0146, -0.0625)  -1.567
Si (-2.7778, -1.3138, -1.5120)  -0.340
Si (-0.0142, 1.0597, 3.2986)  0.378
Si (-1.5921, -2.9590, 0.8823)  0.847
Si (-0.0237, -2.6902, -1.9071)  0.610
F (-2.4946, 1.5916, 0.1402)  -0.156
O (2.6831, -1.6823, 1.2801)  -0.605
O (1.2166, -0.5125, 0.0737)  1.228
O (2.6705, 3.5314, -2.0929)  -0.581
O (4.3623, 4.6231, -1.3556)  -0.646
O (6.8442, 0.6048, 2.6245)  -0.609
O (7.3231, 2.5411, 1.8174)  -0.629
N (-0.3722, 1.0989, 1.5856)  0.600
N (6.6114, 1.5625, 1.9180)  1.082
N (-0.9106, 0.7208, -1.8839)  2.159
N (3.6417, 3.6506, -1.3672)  1.061
C (0.5657, 3.3198, 0.8996)  -0.463
C (-1.2304, -1.9017, -0.6424)  1.280
C (-0.4243, 2.3182, 0.9263)  0.752
C (2.3821, -0.6964, 0.6558)  -1.097
C (3.3447, 0.4477, 0.5113)  0.581
C (-1.5741, 2.6153, 0.1815)  0.109
C (-1.6087, 0.7997, 4.2911)  -1.271
C (-4.3350, -0.7190, -0.6063)  -1.328
C (-0.4277, -4.5351, -2.0661)  -1.229
C (-1.8132, 3.7853, -0.4941)  -0.741
C (-0.8146, 4.7490, -0.4812)  -0.964
C (1.8595, -2.7074, -1.6933)  -1.193
C (1.1989, -0.3022, 3.7534)  -0.717
C (3.0697, 1.4869, -0.3615)  0.422
C (5.1076, 2.5978, 0.2874)  -0.464
C (4.5145, 0.4575, 1.2576)  -0.444
C (-0.8420, 2.3965, -3.5876)  -0.984
C (-2.5327, -1.8064, 2.0642)  -0.884
C (-2.6555, 0.8566, -3.4974)  -0.733
C (-2.7827, -4.3916, 0.5342)  -1.170
C (-0.3189, 1.7692, -2.4778)  -0.511
C (-2.0718, 0.2445, -2.3975)  -0.082
C (0.6854, 2.6969, 3.9475)  -1.336
C (-3.5324, -2.4815, -2.8002)  -1.071
C (-0.1617, -1.8875, -3.6325)  -1.164
C (-2.0471, 1.9433, -4.1052)  -0.860
C (3.9481, 2.5563, -0.4661)  -0.730
C (0.3711, 4.4990, 0.2017)  -1.030
C (5.3765, 1.5363, 1.1295)  -0.607
C (-0.0394, -3.6424, 1.7098)  -1.224
H (-4.9242, -1.5714, -0.2610)  0.375
H (1.0897, -0.5358, 4.8156)  0.506
H (-1.4786, 1.1981, 5.3008)  0.466
H (-4.9467, -0.1635, -1.3225)  0.401
H (-4.1074, -3.2486, -2.2762)  0.357
H (5.7920, 3.4292, 0.2109)  0.646
H (-2.7843, -2.9898, -3.4088)  0.335
H (2.3008, -1.7221, -1.8522)  0.228
H (-2.3136, -5.1792, -0.0586)  0.313
H (0.8595, -3.4246, 1.1335)  0.170
H (-3.5911, -1.7630, 1.8029)  0.283
H (2.2713, -3.3751, -2.4543)  0.551
H (1.7619, 2.7856, 3.7809)  0.300
H (-1.8693, -0.2540, 4.3909)  0.272
H (2.2338, 0.0108, 3.5949)  0.235
H (0.2026, 3.5676, 3.5006)  0.387
H (1.1576, 5.2438, 0.1931)  0.464
H (-4.2206, -1.9604, -3.4706)  0.355
H (-2.4718, -2.1463, 3.1005)  0.541
H (-0.1551, -5.0632, -1.1480)  0.361
H (-4.1516, -0.0689, 0.2468)  0.281
H (-1.4869, -4.7209, -2.2564)  0.301
H (1.0439, -1.2205, 3.1883)  -0.114
H (-0.1054, -4.7255, 1.8358)  0.521
H (-0.9552, 5.6839, -1.0055)  0.425
H (0.3426, -0.9186, -3.6519)  0.193
H (0.1051, -3.2083, 2.7007)  0.416
H (1.4881, 3.1527, 1.4395)  0.584
H (4.7402, -0.3544, 1.9342)  0.657
H (2.1893, -3.0758, -0.7222)  0.281
H (0.3427, -2.5271, -4.3614)  0.583
H (-3.6621, -4.0412, -0.0134)  0.252
H (-0.3168, 3.2412, -4.0113)  0.594
H (2.1812, 1.4602, -0.9673)  0.504
H (0.6001, 2.1420, -2.0447)  0.110
H (-2.1296, -0.7941, 2.0179)  -0.157
H (0.1447, -4.9847, -2.8814)  0.428
H (-1.1837, -1.7390, -3.9814)  0.201
H (-3.1327, -4.8429, 1.4662)  0.450
H (-3.5894, 0.4612, -3.8775)  0.488
H (0.5158, 2.7520, 5.0245)  0.435
H (-2.4975, 2.4263, -4.9625)  0.445
H (-2.4621, 1.3130, 3.8428)  0.329
H (-2.7512, 3.9341, -1.0125)  0.571

Calculated values
Multiplicity = 2
<S²> = 0.753
Energy above the lowest of the compared OMol25 structures with the same formula, charge and spin = 31.13 kcal per mole
HOMO-LUMO gap (spin up / spin down) = 5.9 / 7.1 eV
LUMO energy (spin up / spin down) = -1.316 / -1.318 eV
Net charge = 0

***

# C30H44IrN6OTe

A structure of composition C30H44IrN6OTe (ωB97M-V/def2-TZVPD, the Open Molecules 2025 dataset).

Last column: Mulliken charge in e.
Element x y z (Å)
Ir (-1.5499, -0.1440, -0.3447)  2.489
Te (2.2178, -0.0149, -1.1843)  0.534
O (-1.3222, -0.0515, 1.6477)  -0.597
N (-2.8451, -0.7922, -1.7773)  -0.574
N (-1.2096, 1.2922, -1.7981)  -0.168
N (-2.2121, -0.5273, 3.6835)  0.125
N (-0.1625, 0.5593, 3.5049)  0.216
N (-0.6355, -2.0494, -0.4856)  0.064
N (-3.0405, 1.2901, -0.0154)  -0.361
C (-0.4468, -2.7848, 0.6306)  -0.263
C (6.3495, -1.1381, -1.0561)  -0.734
C (-1.2656, 2.5983, -1.0673)  -0.281
C (1.8247, 3.0680, -4.1769)  -0.753
C (0.4200, -4.6613, -0.6073)  0.858
C (0.2563, -3.8758, -1.7567)  -0.896
C (-1.2299, -0.0087, 2.9513)  0.279
C (0.8978, 1.1815, 2.7262)  -0.941
C (4.2316, -0.0444, -0.7348)  0.939
C (-2.5898, 2.6939, -0.3134)  -1.036
C (6.9698, -0.1285, -0.3245)  -0.498
C (-2.5888, -0.1997, -3.1325)  -0.844
C (1.8535, 1.8566, -3.4951)  -0.080
C (-0.0026, 0.6605, 4.9729)  -0.585
C (4.9821, -1.1161, -1.2474)  -0.426
C (0.9349, -6.0569, -0.6886)  -1.424
C (-4.2111, -0.5593, -1.1997)  -0.762
C (2.0712, 1.8586, -2.1156)  0.070
C (-0.2557, -2.6064, -1.6593)  0.052
C (-0.7693, -0.4445, 5.6627)  -0.698
C (-3.3908, -1.1738, 3.1177)  -1.016
C (2.0126, 4.2589, -3.4867)  -0.604
C (0.0600, -4.0659, 0.6018)  -1.029
C (6.2158, 0.9274, 0.1978)  -0.723
C (4.8552, 0.9791, -0.0057)  -0.177
C (-2.1948, -0.4339, 5.1611)  -0.618
C (2.2507, 3.0522, -1.4154)  -0.093
C (-2.1502, 1.2328, -2.9701)  -0.512
C (-4.3163, 0.8806, -0.7188)  -0.724
C (2.2260, 4.2520, -2.1115)  -0.809
H (-2.7607, -1.2816, 5.5424)  0.389
H (-0.2525, 1.2324, -2.1549)  -0.505
H (-4.2891, -0.6158, 3.3863)  0.374
H (2.3824, 5.1834, -1.5834)  0.467
H (4.5198, -1.9162, -1.8126)  0.378
H (0.5283, -4.2617, -2.7309)  0.527
H (-2.7168, 0.4771, 5.4629)  0.311
H (-1.1012, 3.4252, -1.7615)  0.669
H (-2.7316, -1.8001, -1.8898)  0.411
H (6.6936, 1.7140, 0.7661)  0.445
H (0.7201, 1.0517, 1.6622)  -0.026
H (1.0641, 0.5966, 5.1823)  0.384
H (-3.3130, -1.2490, 2.0369)  0.155
H (0.1679, -4.6063, 1.5329)  0.482
H (4.2965, 1.8092, 0.4056)  0.237
H (1.1565, -6.4688, 0.2925)  0.396
H (-1.7793, -0.7782, -3.5762)  0.310
H (-4.3286, -1.2646, -0.3765)  0.444
H (1.6875, 3.0769, -5.2503)  0.505
H (-5.1548, 0.9744, -0.0289)  0.490
H (-3.2020, 1.2204, 0.9868)  0.424
H (-0.3062, -1.4126, 5.4625)  0.305
H (-3.3708, 3.2238, -0.8553)  0.396
H (-0.4293, 2.5881, -0.3677)  0.248
H (-0.3711, -1.9961, -2.5455)  0.190
H (-0.7540, -0.2869, 6.7399)  0.391
H (0.1830, -6.6916, -1.1652)  0.347
H (-2.4357, 3.2333, 0.6191)  0.424
H (-4.9792, -0.7879, -1.9407)  0.457
H (2.4119, 3.0580, -0.3442)  0.377
H (6.9277, -1.9439, -1.4875)  0.432
H (1.7611, 0.9282, -4.0490)  0.531
H (-2.9686, 1.9240, -2.7956)  0.350
H (2.0032, 5.1983, -4.0238)  0.474
H (1.8521, 0.7243, 2.9897)  0.442
H (0.9481, 2.2464, 2.9604)  0.375
H (-1.6322, 1.5776, -3.8656)  0.610
H (8.0384, -0.1625, -0.1572)  0.443
H (-3.4607, -0.3120, -3.7775)  0.462
H (-0.3444, 1.6462, 5.2973)  0.338
H (-0.7320, -2.3241, 1.5641)  0.494
H (-4.5125, 1.5722, -1.5325)  0.400
H (-3.4854, -2.1803, 3.5247)  0.453
H (1.8284, -6.1060, -1.3117)  0.393

Calculated values
Multiplicity = 2
<S²> = 0.761
Energy above the lowest of the compared OMol25 structures with the same formula, charge and spin = 43.71 kcal per mole
HOMO-LUMO gap (spin up / spin down) = 7.1 / 5.4 eV
LUMO energy (spin up / spin down) = -12.142 / -13.693 eV
Net charge = +4

***

Number 1: molar mass 616.19 g/mol, F_max 0.0630 Eh/bohr. Number 2: molar mass 735.91 g/mol, F_max 0.0799 Eh/bohr. Number 3: molar mass 824.54 g/mol, F_max 0.0403 Eh/bohr.